Formula: C47H41Cl2F5O4
Source: the Open Molecules 2025 dataset
Level of theory: the ωB97M-V functional and the def2-TZVPD basis

Geometry as XYZ:
```
99
Properties=species:S:1:pos:R:3:lowdin_charge:R:1
C -0.28169 -0.78316 -7.26396 0.02
C -1.51114 -1.02826 -6.39951 -0.53
O -2.24069 -0.11776 -6.14816 0.13
O -1.81485 -2.28552 -5.95829 -0.01
C -0.70063 -2.94774 -5.33263 -0.18
C -1.29604 -3.99907 -4.38767 -0.08
C -1.73483 -3.47108 -3.03012 -0.10
C -2.31384 -4.28958 -2.15289 0.05
C -2.72763 -3.81054 -0.78096 -0.34
O -3.72094 -4.20497 -0.24236 0.09
C -1.80044 -2.77307 -0.18353 -0.10
C -1.51226 -2.66492 1.17263 -0.54
Cl -2.23914 -3.75918 2.32494 0.76
C -0.60500 -1.68295 1.58375 -0.06
C -0.00764 -0.82744 0.67237 0.01
C -0.28031 -0.90676 -0.70548 -0.14
C 0.43575 0.04426 -1.64324 -0.15
C -0.38287 1.28279 -2.04914 -0.23
C 0.61496 2.42004 -2.42379 -0.55
Cl 0.62252 3.69604 -1.16686 0.60
C -1.18616 -1.89537 -1.09905 -0.03
C -1.52960 -2.04007 -2.56958 -0.26
O -1.65067 -1.08821 -3.28473 0.14
H -0.62611 -0.28130 -8.16720 0.09
H 0.25590 -1.69111 -7.53593 0.07
H 0.37337 -0.07991 -6.75009 0.09
H -0.11033 -2.21986 -4.76700 0.12
H -0.02922 -3.39419 -6.07057 0.12
H -0.48977 -4.71239 -4.18655 0.13
H -2.09700 -4.49750 -4.93225 0.13
H -2.50997 -5.33628 -2.36112 0.14
H -0.37807 -1.63869 2.64184 0.09
H 0.69701 -0.10255 1.06121 0.11
H 0.82042 -0.52155 -2.49541 0.12
H 1.30234 0.41214 -1.08379 0.10
H -1.01025 1.12485 -2.92421 0.10
H -1.03724 1.58957 -1.23410 0.10
H 0.30859 2.86536 -3.36791 0.07
H 1.59936 1.97667 -2.56226 0.07
F -9.63741 -2.03238 -1.90023 0.05
C -8.33611 -2.33244 -2.08459 -0.29
C -7.80394 -3.43604 -1.44615 -0.01
C -6.46520 -3.74725 -1.63844 -0.08
C -5.67924 -2.94642 -2.45857 -0.09
C -6.23130 -1.83966 -3.08950 -0.07
C -7.57148 -1.52930 -2.90655 -0.02
H -8.43398 -4.04069 -0.80703 0.12
H -6.03558 -4.60960 -1.14965 0.10
H -4.63710 -3.18494 -2.60727 0.08
H -5.61655 -1.21561 -3.72536 0.11
H -8.02249 -0.67535 -3.39461 0.12
F 5.07521 1.38056 1.71370 0.05
C 4.77629 2.69221 1.59963 -0.31
C 5.64132 3.62834 2.13232 -0.02
C 5.33043 4.97659 2.01251 -0.08
C 4.15907 5.36558 1.37263 -0.09
C 3.30039 4.40763 0.84859 -0.09
C 3.61139 3.06097 0.95761 -0.03
H 6.54343 3.30208 2.63339 0.12
H 6.00104 5.72246 2.41863 0.10
H 3.91488 6.41494 1.28437 0.09
H 2.38671 4.70469 0.35546 0.03
H 2.95667 2.30128 0.54904 0.10
F 0.76216 -0.61742 3.91293 0.03
C 1.09366 0.63377 4.31421 -0.27
C 0.27506 1.28467 5.21463 -0.02
C 0.61568 2.56506 5.62576 -0.08
C 1.75854 3.17646 5.12710 -0.08
C 2.56657 2.50594 4.21892 -0.07
C 2.23731 1.22105 3.80966 -0.01
H -0.61511 0.79324 5.58512 0.12
H -0.01230 3.08604 6.33564 0.11
H 2.01902 4.17670 5.44682 0.10
H 3.45429 2.98368 3.82722 0.09
H 2.85954 0.67846 3.10832 0.11
F 5.02879 8.42032 2.34943 0.05
C 5.95012 8.87641 1.47560 -0.28
C 6.51619 10.11846 1.68464 -0.02
C 7.46661 10.58278 0.78689 -0.08
C 7.83050 9.80773 -0.30682 -0.10
C 7.24676 8.56325 -0.50138 -0.08
C 6.30215 8.08834 0.39747 -0.02
H 6.21372 10.70971 2.53891 0.12
H 7.92346 11.55093 0.94108 0.10
H 8.56936 10.17478 -1.00681 0.10
H 7.52646 7.96003 -1.35454 0.11
H 5.84350 7.11883 0.26584 0.09
F -3.12166 -10.38770 5.69383 0.06
C -3.13850 -9.24217 4.98533 -0.29
C -4.34590 -8.75412 4.52504 -0.02
C -4.36020 -7.57166 3.79910 -0.08
C -3.17300 -6.90069 3.53637 -0.11
C -1.96925 -7.40948 4.00424 -0.08
C -1.94819 -8.58680 4.73871 -0.02
H -5.25871 -9.29606 4.73461 0.12
H -5.29872 -7.17354 3.43758 0.11
H -3.18508 -5.98107 2.96688 0.02
H -1.04385 -6.88848 3.79660 0.10
H -1.02130 -8.99577 5.11877 0.12
```

The SMILES is CC(=O)OCCC1=CC(=O)c2c(Cl)ccc(CCCCl)c2C1=O.Fc1ccccc1.Fc1ccccc1.Fc1ccccc1.Fc1ccccc1.Fc1ccccc1. The charge is 0. The HOMO energy comes out at -8.966 eV. The LUMO energy is -0.99 eV.



Formula: C47H41F9GeO7P2PdSSb
Source: the Open Molecules 2025 dataset
Level of theory: the ωB97M-V functional and the def2-TZVPD basis

Geometry as XYZ:
```
110
Properties=species:S:1:pos:R:3:lowdin_charge:R:1
Pd -0.12956 -0.05354 -0.79326 0.73
O -0.33003 -0.30075 1.68009 -0.32
P -1.05239 -1.42106 2.32608 0.73
C -0.63185 -3.02564 1.59004 -0.29
P -1.56054 -3.34387 0.04742 0.71
O -1.97776 -2.13258 -0.69118 -0.31
C -0.56416 -4.51364 -0.88145 -0.28
C 0.21238 -5.49058 -0.26155 -0.09
C 0.95283 -6.37653 -1.02674 -0.09
C 0.91956 -6.28277 -2.41322 -0.08
C 0.15994 -5.30123 -3.02990 -0.06
C -0.57797 -4.40654 -2.26776 -0.05
C -3.03072 -4.26412 0.60100 -0.25
C -4.26500 -3.74553 0.22668 -0.07
C -5.43438 -4.39118 0.60492 -0.08
C -5.37656 -5.55434 1.35727 -0.10
C -4.14445 -6.07957 1.73175 -0.10
C -2.97667 -5.43745 1.34977 -0.09
C -0.60015 -1.52900 4.08715 -0.25
C -0.47480 -2.70154 4.82396 -0.09
C -0.14460 -2.65499 6.17299 -0.09
C 0.06300 -1.43238 6.79286 -0.10
C -0.05580 -0.25664 6.06327 -0.08
C -0.38349 -0.30357 4.71761 -0.06
C -2.84389 -1.24318 2.35868 -0.27
C -3.41942 -0.29975 1.51314 -0.04
C -4.79842 -0.12568 1.52965 -0.05
C -5.59041 -0.89685 2.36722 -0.09
C -5.01400 -1.84723 3.20516 -0.10
C -3.64005 -2.01601 3.20441 -0.09
H -0.81027 -3.84159 2.29198 0.05
H 0.42955 -2.96276 1.33605 0.07
H 0.26137 -5.55287 0.82034 0.09
H 1.57101 -7.12401 -0.54460 0.09
H 1.51930 -6.95577 -3.01418 0.10
H 0.17403 -5.19132 -4.10653 0.10
H -1.11727 -3.59530 -2.74537 0.11
H -4.28629 -2.82350 -0.34289 0.11
H -6.39291 -3.97530 0.31852 0.10
H -6.29043 -6.05608 1.65386 0.09
H -4.09516 -6.99153 2.31478 0.09
H -2.01853 -5.86155 1.63196 0.09
H -0.62977 -3.66601 4.35594 0.09
H -0.04512 -3.57549 6.73540 0.10
H 0.32392 -1.39498 7.84393 0.10
H 0.11358 0.70027 6.54141 0.10
H -0.45949 0.60807 4.13558 0.11
H -2.80882 0.28430 0.83129 0.08
H -5.23348 0.62421 0.88099 0.11
H -6.66603 -0.75718 2.37322 0.09
H -5.63444 -2.45342 3.85453 0.10
H -3.19175 -2.74953 3.86731 0.10
F -0.32230 -0.87668 -3.29426 -0.39
Sb 0.81197 -0.85036 -4.85464 1.41
F -0.78946 -0.04020 -5.55129 -0.40
F 1.49797 0.89827 -4.63637 -0.35
F 0.25876 -2.67547 -4.94718 -0.37
F 2.58795 -1.49768 -4.74144 -0.37
F 1.17391 -0.93153 -6.74073 -0.41
O -2.90565 2.92897 0.53174 -0.03
C -1.80261 2.44423 0.24009 -0.69
O -1.64107 1.46849 -0.55846 -0.15
C -0.60057 3.08566 0.96306 -0.18
C 0.80744 2.65691 0.52976 -0.28
Ge 1.65222 3.80578 -0.78648 1.02
C 3.37135 3.06817 -1.34686 -0.26
C 4.49038 3.14074 -0.51650 -0.12
C 5.70490 2.59796 -0.91117 -0.11
C 5.81164 1.96429 -2.14383 -0.11
C 4.70344 1.87297 -2.97278 -0.08
C 3.49317 2.42879 -2.57772 -0.09
C 2.09950 5.50871 0.10807 -0.25
C 2.85828 6.48943 -0.53544 -0.12
C 3.21269 7.66914 0.10490 -0.11
C 2.82366 7.89030 1.42017 -0.12
C 2.09185 6.91883 2.08682 -0.10
C 1.73879 5.74210 1.43506 -0.10
C 0.54944 4.14074 -2.35861 -0.25
C 0.47325 5.40341 -2.95144 -0.12
C -0.27722 5.60647 -4.10114 -0.11
C -0.96602 4.54463 -4.67905 -0.10
C -0.90662 3.28682 -4.09953 -0.06
C -0.15665 3.09103 -2.94653 -0.09
H -0.76551 2.84567 2.01789 0.10
H -0.76839 4.16249 0.87355 0.09
H 0.69847 1.64456 0.12599 0.01
H 1.50221 2.54390 1.36715 0.07
H 4.41610 3.62760 0.45217 0.10
H 6.56440 2.65511 -0.25252 0.09
H 6.75439 1.52478 -2.44859 0.09
H 4.76081 1.34519 -3.91701 0.11
H 2.63208 2.31519 -3.22230 0.08
H 3.20885 6.31768 -1.54889 0.10
H 3.80098 8.41239 -0.42135 0.09
H 3.09610 8.81127 1.92297 0.09
H 1.79279 7.07441 3.11717 0.09
H 1.16449 4.99521 1.97316 0.09
H 0.98237 6.25113 -2.50584 0.08
H -0.32316 6.59360 -4.54722 0.09
H -1.54316 4.69857 -5.58409 0.09
H -1.42174 2.44078 -4.54223 0.11
H -0.12711 2.10111 -2.51503 0.08
F 3.90526 -2.08998 0.48420 0.10
C 3.60791 -1.14504 -0.43610 -0.65
F 4.72421 -0.89475 -1.12674 0.13
F 3.26977 -0.03882 0.22953 0.13
S 2.26338 -1.74382 -1.54239 0.49
O 2.00460 -0.59597 -2.38620 -0.38
O 2.80281 -2.92373 -2.14797 -0.26
O 1.14906 -1.97034 -0.60712 -0.38
```

The energy above the lowest of the compared OMol25 structures with the same formula, charge and spin comes out at 0.0 kJ/mol. The charge is -2. The HOMO energy (alpha / beta) comes out at -3.180 / -3.052 eV. As for the spin multiplicity: 2. The LUMO energy (alpha / beta) is 3.50 / 3.50 eV.



What are the total energy values for these records? In order: -96225.58614 -184150.67208 eV.